Formula: C4H8N2O
Source: the OMol25 dataset
Level of theory: ωB97M-V/def2-TZVPD

Each line ends with the natural charge from an NBO analysis.
CARTESIAN COORDINATES (ANGSTROEM)
1 C 1.099 1.225 0.223  -0.201
2 C 1.100 0.488 1.554  -0.305
3 C -1.590 -1.268 -1.199  -0.678
4 N 1.170 -0.906 1.208  -0.438
5 C -0.501 -0.597 -0.428  0.600
6 O 0.045 -1.308 0.516  -0.280
7 N -0.062 0.628 -0.732  -0.593
8 H -0.698 1.256 -1.202  0.405
9 H 1.981 0.714 2.153  0.225
10 H 0.824 2.274 0.283  0.181
11 H 2.030 1.079 -0.325  0.212
12 H 0.189 0.752 2.118  0.157
13 H -2.361 -0.552 -1.494  0.221
14 H -2.038 -2.047 -0.575  0.252
15 H -1.188 -1.738 -2.101  0.242

Values from the calculation:
Total charge: 0
Maximum force (hartree/bohr): 0.057
Gap between HOMO and LUMO (eV): 7.1
Energy above the lowest of the compared OMol25 structures with the same formula, charge and spin (kJ/mol): 463.2
Energy (eV): -9301.5925


Formula: C4H9NO
Source: the OMol25 dataset
Level of theory: ωB97M-V/def2-TZVPD

Each line ends with the natural charge from an NBO analysis.
CARTESIAN COORDINATES (ANGSTROEM)
1 C 0.478 1.208 -1.295  -0.631
2 C -0.302 0.791 -0.064  -0.557
3 C 0.584 0.196 1.031  -0.266
4 N 0.476 -1.225 0.742  -0.569
5 C -0.623 -1.577 0.062  0.496
6 O -1.915 -1.361 0.331  -0.683
7 H -0.195 1.563 -2.085  0.210
8 H 1.204 2.021 -1.103  0.175
9 H 1.054 0.372 -1.719  0.184
10 H -1.935 -0.383 0.418  0.521
11 H -0.887 1.646 0.312  0.179
12 H 0.203 0.424 2.035  0.199
13 H 1.656 0.473 1.018  0.170
14 H 1.274 -1.849 0.729  0.400
15 H -0.516 -2.530 -0.462  0.172

Values from the calculation:
Total charge: 0
Maximum force (hartree/bohr): 0.008
Gap between HOMO and LUMO (eV): 7.2
Energy above the lowest of the compared OMol25 structures with the same formula, charge and spin (kJ/mol): 446.9
Energy (eV): -7827.6882


Formula: C3H5N2O
Source: the OMol25 dataset
Level of theory: ωB97M-V/def2-TZVPD

Each line ends with the natural charge from an NBO analysis.
CARTESIAN COORDINATES (ANGSTROEM)
1 C -1.641 -1.858 -0.454  0.122
2 C 0.824 1.368 0.015  -0.456
3 C -0.452 -0.524 0.639  -0.400
4 N -1.048 -2.373 -1.391  -0.830
5 N 0.572 0.064 -0.015  0.110
6 O 1.425 -0.711 -0.608  -0.627
7 H 1.578 1.656 -0.739  0.165
8 H 0.034 2.016 0.100  0.157
9 H -1.068 0.191 1.129  0.164
10 H -0.296 -1.367 1.255  0.201
11 H -0.013 -2.282 -1.619  0.395

Values from the calculation:
Total charge: -1
Maximum force (hartree/bohr): 0.055
Gap between HOMO and LUMO (eV): 6.7
Energy above the lowest of the compared OMol25 structures with the same formula, charge and spin (kJ/mol): 272.9
Energy (eV): -8215.1426


Formula: C16H23N3O4
Source: the OMol25 dataset
Level of theory: ωB97M-V/def2-TZVPD

Each line ends with the natural charge from an NBO analysis.
CARTESIAN COORDINATES (ANGSTROEM)
1 O -4.351 3.998 -1.771  -0.636
2 O 2.632 -1.224 0.430  -0.572
3 O 0.087 2.777 0.453  -0.675
4 O -1.919 1.009 -3.309  -0.641
5 C -3.577 4.129 -0.833  0.672
6 C 2.514 -2.211 1.154  0.570
7 C 0.407 2.448 -0.677  0.667
8 C -2.120 1.508 -2.208  0.664
9 C 1.841 -6.071 -0.602  -0.190
10 C 2.672 -5.145 -1.238  -0.216
11 C 1.227 -5.738 0.608  -0.219
12 C 2.883 -3.885 -0.667  -0.174
13 C 1.451 -4.484 1.187  -0.193
14 C 2.280 -3.538 0.555  -0.098
15 N 1.264 1.470 -0.864  -0.784
16 N -2.652 0.719 -1.263  -0.603
17 N -2.320 3.693 -0.859  -0.634
18 C -4.034 4.797 0.442  -0.707
19 C -2.914 0.976 0.153  -0.418
20 C 3.314 -0.760 3.112  -0.599
21 C 2.633 -2.065 2.678  -0.504
22 C -0.182 3.134 -1.900  -0.494
23 C -1.715 2.992 -1.996  -0.119
24 H 1.672 -7.047 -1.049  0.219
25 H 3.145 -5.398 -2.182  0.220
26 H 0.577 -6.455 1.101  0.219
27 H 3.523 -3.168 -1.177  0.228
28 H 0.961 -4.250 2.128  0.214
29 H 1.616 0.987 -0.050  0.427
30 H 1.492 1.156 -1.789  0.402
31 H -2.872 -0.206 -1.600  0.407
32 H -1.751 3.800 -0.030  0.428
33 H -3.412 5.669 0.636  0.226
34 H -5.072 5.107 0.324  0.243
35 H -3.952 4.092 1.267  0.222
36 H -3.113 0.034 0.666  0.207
37 H -2.051 1.447 0.624  0.219
38 H -3.791 1.617 0.258  0.195
39 H 2.720 0.105 2.800  0.219
40 H 4.310 -0.680 2.665  0.214
41 H 3.418 -0.733 4.200  0.212
42 H 3.211 -2.908 3.066  0.222
43 H 1.633 -2.110 3.118  0.230
44 H 0.265 2.715 -2.802  0.231
45 H 0.084 4.189 -1.858  0.243
46 H -2.035 3.509 -2.903  0.256

Values from the calculation:
Total charge: 0
Maximum force (hartree/bohr): 0.034
Gap between HOMO and LUMO (eV): 9.3
Energy above the lowest of the compared OMol25 structures with the same formula, charge and spin (kJ/mol): 0.0
SMILES: CNC(=O)[C@H](CC(N)=O)NC(C)=O.CCC(=O)c1ccccc1
Energy (eV): -29627.1816


Formula: C9H64N2O22
Source: the OMol25 dataset
Level of theory: ωB97M-V/def2-TZVPD

Each line ends with the Mulliken charge.
CARTESIAN COORDINATES (ANGSTROEM)
1 N -0.950 1.272 -2.825  -0.084
2 H -0.318 1.126 -2.050  -0.711
3 H -1.894 1.458 -2.518  -0.323
4 H -0.991 0.363 -3.263  0.253
5 H -0.611 2.028 -3.402  0.290
6 C 2.426 -1.271 -0.852  -1.488
7 C 0.950 -0.973 -0.429  0.073
8 C 0.979 -1.113 1.103  -1.082
9 C -0.261 -0.607 1.923  -1.381
10 C -0.623 0.751 1.443  0.869
11 C -0.645 1.009 -0.057  2.193
12 N 0.535 0.381 -0.665  0.600
13 O 0.821 0.890 -1.984  0.677
14 C -0.736 2.531 -0.296  -3.341
15 C -1.961 0.436 -0.626  -2.825
16 C 0.047 -2.040 -0.995  -1.199
17 H 2.634 -2.341 -0.826  0.625
18 H 3.165 -0.802 -0.202  0.077
19 H 2.572 -0.850 -1.846  0.134
20 H 1.812 -0.577 1.557  -1.258
21 H 1.173 -2.155 1.356  2.132
22 H -0.131 -0.662 3.004  1.663
23 H -1.032 -1.309 1.605  -1.469
24 H -0.069 1.504 2.003  -2.598
25 H -1.652 0.903 1.768  0.446
26 H -0.073 2.999 0.432  1.078
27 H -1.726 2.943 -0.099  -0.079
28 H -0.309 2.890 -1.232  0.314
29 H -2.786 1.114 -0.407  0.321
30 H -2.286 -0.516 -0.205  2.237
31 H -1.895 0.297 -1.705  1.694
32 H 0.491 -3.036 -0.995  0.205
33 H -0.195 -1.783 -2.026  0.339
34 H -0.894 -2.181 -0.463  0.152
35 O -0.056 1.044 4.036  -0.804
36 H 0.338 1.404 3.241  0.734
37 H 0.451 0.252 4.218  0.484
38 O -2.754 1.744 -1.884  -0.525
39 H -3.280 0.960 -1.721  1.441
40 H -2.776 2.224 -1.056  0.190
41 O 3.412 1.731 -1.338  -0.743
42 H 4.176 1.158 -1.273  0.258
43 H 2.781 1.360 -0.722  0.378
44 O -1.872 -0.088 3.701  -0.322
45 H -2.183 -0.579 4.462  0.310
46 H -0.974 0.158 3.925  0.952
47 O 4.172 -2.550 -0.922  -0.695
48 H 3.870 -1.910 -0.278  0.359
49 H 4.468 -3.295 -0.400  0.280
50 O 1.259 -1.955 3.189  -0.508
51 H 1.707 -1.109 3.206  0.522
52 H 1.965 -2.598 3.121  0.440
53 O 0.346 -4.092 0.667  -0.444
54 H 0.579 -4.877 1.163  0.406
55 H 0.843 -4.167 -0.148  0.388
56 O 1.018 -0.730 -3.381  -0.769
57 H 1.387 -0.092 -3.993  0.510
58 H 0.947 -0.255 -2.553  -0.813
59 O -1.098 -0.578 -3.329  -0.912
60 H -1.599 -0.958 -4.051  0.527
61 H -0.235 -0.988 -3.394  0.271
62 O -2.926 -0.256 2.037  -0.977
63 H -2.436 -0.969 1.626  -0.538
64 H -2.315 0.121 2.670  0.171
65 O 4.595 -0.165 0.618  -0.680
66 H 3.845 0.069 1.165  0.531
67 H 5.255 -0.479 1.237  0.204
68 O -0.448 -3.017 2.358  -1.105
69 H 0.163 -2.438 2.812  0.397
70 H 0.015 -3.280 1.563  0.395
71 O 0.860 2.279 2.695  -0.644
72 H 1.351 2.281 1.874  0.705
73 H 0.222 2.985 2.595  0.580
74 O -1.290 3.668 -2.007  -0.731
75 H -1.227 3.598 -2.959  0.448
76 H -1.858 2.941 -1.750  0.377
77 O 2.010 1.515 0.341  -0.397
78 H 1.339 1.167 -0.246  -1.358
79 H 1.893 2.465 0.303  0.404
80 O -3.908 0.185 -1.414  -0.759
81 H -4.119 0.378 -0.500  0.627
82 H -3.586 -0.716 -1.400  0.555
83 O 2.935 0.699 1.938  -0.866
84 H 2.384 0.139 2.484  0.851
85 H 2.349 1.015 1.250  0.671
86 O -3.233 2.406 -0.100  -0.201
87 H -2.683 2.854 0.543  0.424
88 H -4.129 2.637 0.147  0.453
89 O 1.873 1.934 -3.074  -0.920
90 H 1.749 1.393 -2.294  0.756
91 H 2.673 2.429 -2.897  0.427
92 O -2.598 -1.538 -2.067  -0.682
93 H -2.695 -1.588 -3.018  0.331
94 H -1.833 -0.979 -1.933  -0.398
95 O -2.520 -2.322 1.704  -0.719
96 H -2.549 -2.937 0.970  0.379
97 H -1.616 -2.363 2.015  0.840

Values from the calculation:
Total charge: 0
Maximum force (hartree/bohr): 0.321
Gap between HOMO and LUMO (eV): 6.9
Energy above the lowest of the compared OMol25 structures with the same formula, charge and spin (kJ/mol): 4566.3
Energy (eV): -58341.7311


Formula: C27H43AsN6PRhS2
Source: the OMol25 dataset
Level of theory: ωB97M-V/def2-TZVPD

Each line ends with the Mulliken spin population.
CARTESIAN COORDINATES (ANGSTROEM)
1 Rh 0.335 -0.383 0.474  2.294
2 C 3.273 -3.473 3.445  0.000
3 N 2.634 -2.231 3.865  0.014
4 C 3.253 -1.475 4.976  0.001
5 C 2.457 -0.179 4.964  -0.001
6 N 1.898 -0.110 3.612  0.016
7 C 0.874 0.881 3.441  -0.027
8 C 1.936 -1.369 3.065  0.006
9 N 1.212 -1.634 2.037  0.083
10 C 1.009 -3.036 1.591  -0.004
11 C -0.284 -3.122 0.907  0.006
12 N -0.156 -2.372 -0.320  0.123
13 C -0.817 -2.824 -1.391  0.001
14 N -0.368 -2.627 -2.655  0.014
15 C 1.010 -2.389 -2.990  -0.009
16 C -1.137 -3.357 -3.579  0.004
17 C -2.389 -3.717 -2.770  0.000
18 N -1.956 -3.531 -1.371  0.014
19 C -3.060 -3.271 -0.461  -0.008
20 H 4.312 -3.397 3.699  0.000
21 H 3.223 -3.675 2.385  0.000
22 H 2.879 -4.355 3.980  0.000
23 H 4.294 -1.288 4.759  0.000
24 H 3.030 -2.011 5.893  0.000
25 H 3.069 0.743 5.090  0.000
26 H 1.647 -0.193 5.705  0.000
27 H 1.195 1.752 4.064  -0.001
28 H -0.066 0.502 3.865  -0.001
29 H 0.674 1.151 2.418  0.039
30 H 1.059 -3.769 2.373  -0.002
31 H 1.751 -3.456 0.887  -0.001
32 H -1.138 -2.785 1.550  -0.007
33 H -0.452 -4.182 0.689  0.016
34 H 1.537 -2.119 -2.101  0.011
35 H 1.056 -1.536 -3.703  0.002
36 H 1.456 -3.275 -3.466  0.000
37 H -0.611 -4.257 -3.898  0.001
38 H -1.359 -2.749 -4.473  0.000
39 H -2.756 -4.711 -2.866  0.000
40 H -3.225 -2.987 -2.871  0.001
41 H -3.591 -2.311 -0.662  0.002
42 H -2.715 -3.367 0.606  0.001
43 H -3.801 -4.016 -0.683  0.000
44 C 2.501 1.684 -1.805  0.043
45 As 2.499 0.766 -0.095  0.145
46 C 3.234 2.172 1.106  0.025
47 C 4.097 -0.349 -0.244  0.010
48 H 3.534 2.092 -2.009  0.006
49 H 1.752 2.422 -1.957  -0.014
50 H 2.340 0.971 -2.606  -0.011
51 H 4.170 2.423 0.611  0.005
52 H 3.450 1.712 2.047  -0.001
53 H 2.501 2.992 1.177  -0.003
54 H 4.854 0.246 -0.671  0.003
55 H 3.814 -1.193 -0.904  -0.001
56 H 4.433 -0.670 0.703  0.000
57 S -0.666 0.463 -1.998  0.757
58 P -1.818 1.774 -1.022  -0.027
59 S -1.893 0.618 0.656  0.483
60 C -1.068 3.381 -0.860  -0.020
61 C -0.717 3.870 0.415  0.008
62 C -0.417 5.212 0.634  0.004
63 C -0.431 6.129 -0.419  0.004
64 C -0.470 5.608 -1.740  0.006
65 C -0.940 4.293 -1.940  -0.001
66 C -3.342 2.036 -1.744  0.009
67 C -4.327 2.815 -1.107  -0.001
68 C -5.594 2.898 -1.718  0.001
69 C -5.939 2.173 -2.855  0.001
70 C -4.921 1.464 -3.484  0.003
71 C -3.650 1.397 -2.926  -0.001
72 H -0.797 3.220 1.244  -0.011
73 H -0.286 5.571 1.663  0.000
74 H -0.262 7.185 -0.210  0.000
75 H -0.405 6.295 -2.580  0.000
76 H -1.009 3.992 -2.943  -0.003
77 H -4.195 3.244 -0.133  -0.001
78 H -6.338 3.498 -1.230  0.000
79 H -6.905 2.294 -3.236  0.000
80 H -5.091 1.044 -4.462  0.000
81 H -2.893 0.770 -3.435  -0.008

Values from the calculation:
Total charge: +2
Maximum force (hartree/bohr): 0.047
Gap between HOMO and LUMO (alpha / beta) (eV): 8.4 / 5.2
Spin multiplicity: 5
Energy (eV): -132429.0107